No. 1
Entry from OMol25: C23H23N5O4V as an isolated structure (ωB97M-V with the def2-TZVPD basis set).

charge = +3
DFT total energy = -65524.9791 eV
energy relative to the best compared isomer or geometry (same formula, charge and spin) = 16.8 kcal/mol
HOMO level (spin up / spin down) = -16.247 / -16.836 eV
LUMO level (spin up / spin down) = -11.026 / -10.906 eV

Structure (XYZ):
```
56
C23H23N5O4V, DFT ωB97M-V with the def2-TZVPD basis set
V 0.221 0.361 -0.051
O -0.167 1.817 0.492
C -0.610 2.574 1.451
C -0.859 3.943 1.312
C -1.276 4.687 2.402
C -1.482 4.080 3.639
C -1.271 2.723 3.797
C -0.814 1.948 2.724
C -0.406 0.577 2.832
N -0.092 -0.217 1.831
C 0.545 -1.399 2.367
C 0.412 -1.217 3.861
N -0.126 -0.045 4.048
H -0.706 4.394 0.341
H -1.451 5.747 2.291
H -1.825 4.665 4.479
H -1.479 2.268 4.754
H 0.050 -2.326 2.031
H 0.736 -1.893 4.632
H -0.340 0.372 4.952
C 5.363 -4.675 3.685
O 4.885 -5.061 2.404
C 3.998 -4.380 1.748
C 3.544 -4.924 0.514
C 2.558 -4.322 -0.204
C 1.980 -3.090 0.214
C 0.990 -2.420 -0.558
C 0.171 -3.163 -1.561
O 0.730 -1.192 -0.391
C 2.456 -2.539 1.443
O 1.904 -1.369 1.945
C 3.412 -3.168 2.195
H 5.991 -5.498 4.023
H 4.539 -4.531 4.388
H 5.970 -3.769 3.623
H 4.007 -5.835 0.168
H 2.241 -4.766 -1.135
H -0.249 -4.060 -1.108
H 0.766 -3.489 -2.414
H -0.638 -2.522 -1.918
H 3.712 -2.720 3.130
N -2.529 0.297 -1.413
C -1.523 0.228 -0.852
H -3.414 0.363 -1.892
C 3.186 3.193 -3.695
N 2.309 2.178 -3.169
C 1.758 1.164 -3.890
C 0.979 0.449 -3.028
N 1.046 1.021 -1.790
C 1.862 2.065 -1.916
H 3.792 2.777 -4.500
H 3.844 3.572 -2.915
H 2.605 4.024 -4.099
H 1.958 1.019 -4.934
H 0.376 -0.419 -3.228
H 2.126 2.753 -1.126
```

No. 2
Entry from OMol25: C27H72BCuF4O27S9 as an isolated structure (ωB97M-V with the def2-TZVPD basis set).

charge = +1
multiplicity = 2
DFT total energy = -238144.5863 eV
energy relative to the best compared isomer or geometry (same formula, charge and spin) = 0.0 kcal/mol
HOMO level (spin up / spin down) = -12.089 / -12.089 eV
LUMO level (spin up / spin down) = -3.654 / -7.498 eV

Structure (XYZ):
```
141
C27H72BCuF4O27S9, DFT ωB97M-V with the def2-TZVPD basis set
Cu -1.755 1.575 1.106
B -0.304 0.199 -1.060
F -0.821 -0.553 0.028
F 1.008 0.572 -0.795
F -0.381 -0.435 -2.291
F -1.147 1.353 -0.993
O -2.315 3.549 0.008
S -2.527 4.888 -0.538
O -1.779 6.022 -0.106
O -2.381 4.796 -2.142
C -1.764 3.637 -2.779
C -1.603 3.909 -4.252
C -4.321 5.317 -0.461
H -2.325 2.758 -2.453
H -0.843 3.397 -2.237
H -2.579 4.112 -4.697
H -1.277 2.995 -4.745
H -1.007 4.811 -4.369
H -4.281 6.376 -0.213
H -4.682 4.686 0.346
H -4.861 5.178 -1.389
O 4.763 -0.508 -3.873
S 5.230 0.802 -4.229
O 6.056 0.990 -5.382
O 3.958 1.821 -4.382
C 2.820 1.584 -3.579
C 1.739 0.947 -4.444
C 6.036 1.480 -2.769
H 2.390 2.419 -3.022
H 3.026 0.870 -2.772
H 1.274 1.695 -5.091
H 0.881 0.650 -3.830
H 2.062 0.075 -5.008
H 7.036 1.071 -2.664
H 5.489 1.152 -1.881
H 5.859 2.554 -2.784
O 2.853 -5.408 -2.641
S 2.736 -4.211 -3.409
O 3.374 -4.039 -4.697
O 1.127 -3.871 -3.576
C 0.804 -2.852 -4.498
C -0.715 -2.917 -4.795
C 3.146 -2.705 -2.420
H 1.296 -2.950 -5.466
H 0.999 -1.837 -4.145
H -0.917 -3.972 -4.972
H -1.014 -2.371 -5.691
H -1.264 -2.430 -3.990
H 3.033 -1.773 -2.973
H 4.232 -2.638 -2.322
H 2.592 -2.777 -1.489
O -0.343 0.336 2.372
S 0.313 -0.251 3.508
O -0.419 -0.954 4.536
O 1.471 -1.205 2.929
C 2.210 -2.084 3.812
C 2.917 -3.183 3.044
C 1.321 0.998 4.368
H 1.583 -2.543 4.575
H 2.983 -1.484 4.301
H 3.745 -2.872 2.404
H 2.187 -3.592 2.342
H 3.319 -3.892 3.764
H 0.762 1.935 4.335
H 2.213 1.208 3.781
H 1.517 0.713 5.396
O 2.342 2.269 1.928
S 1.434 3.157 1.261
O 0.068 2.717 1.047
O 1.474 4.456 2.192
C 0.426 5.441 2.146
C 0.984 6.636 1.335
C 2.139 3.727 -0.339
H 0.139 5.753 3.147
H -0.456 5.037 1.652
H 0.205 7.376 1.146
H 1.355 6.380 0.344
H 1.766 7.182 1.862
H 1.361 4.053 -1.020
H 2.788 2.908 -0.643
H 2.829 4.533 -0.091
O 6.070 -0.363 0.154
S 4.998 -1.119 0.776
O 4.916 -2.534 0.557
O 5.112 -0.996 2.389
C 5.501 0.339 2.912
C 5.308 0.343 4.393
C 3.443 -0.257 0.370
H 5.100 1.174 2.337
H 6.538 0.144 2.622
H 5.752 1.248 4.812
H 5.801 -0.540 4.793
H 4.266 0.415 4.712
H 3.066 -0.541 -0.609
H 3.584 0.815 0.475
H 2.697 -0.536 1.116
O -2.929 -2.342 3.186
S -3.583 -1.115 2.868
O -2.813 -0.137 2.119
O -4.950 -1.266 2.013
C -5.743 -2.431 2.312
C -7.009 -2.091 3.104
C -4.157 -0.380 4.391
H -5.173 -3.306 2.618
H -6.158 -2.766 1.356
H -6.701 -1.920 4.138
H -7.787 -2.848 3.054
H -7.467 -1.160 2.768
H -3.300 -0.047 4.974
H -4.724 -1.066 5.016
H -4.797 0.451 4.096
O -3.779 1.199 -0.114
S -4.970 1.280 -0.942
O -5.536 2.580 -1.215
O -4.683 0.437 -2.326
C -3.619 -0.548 -2.289
C -3.910 -1.714 -3.255
C -6.364 0.235 -0.314
H -3.667 -0.959 -1.278
H -2.711 0.013 -2.492
H -4.786 -2.215 -2.847
H -3.100 -2.441 -3.197
H -3.923 -1.309 -4.263
H -7.226 0.528 -0.907
H -6.449 0.391 0.760
H -6.216 -0.841 -0.405
O -1.124 -6.747 1.170
S -0.511 -5.890 2.159
O 0.457 -6.394 3.085
O 0.268 -4.734 1.364
C -0.435 -3.772 0.563
C 0.646 -3.092 -0.274
C -1.809 -5.024 3.082
H -0.731 -2.971 1.244
H -1.106 -4.306 -0.107
H 1.396 -3.816 -0.605
H 1.312 -2.484 0.352
H 0.300 -2.424 -1.059
H -1.396 -4.056 3.326
H -2.058 -5.747 3.860
H -2.722 -5.093 2.491
```

No. 3
Entry from OMol25: one molecule with the formula C5H10N2S (ωB97M-V with the def2-TZVPD basis set).

charge = 0
DFT total energy = -19159.0384 eV
energy relative to the best compared isomer or geometry (same formula, charge and spin) = 89.2 kcal/mol
HOMO level = -8.133 eV
LUMO level = 0.705 eV
SMILES = C/C=C(/C)C(=S)NN

Structure (XYZ):
```
18
C5H10N2S, DFT ωB97M-V with the def2-TZVPD basis set
C 1.423 -0.560 -1.525
C 0.888 -0.978 -0.189
C -0.293 -0.689 0.347
C -0.950 -1.286 1.610
C -1.116 0.462 -0.189
S -2.395 -0.131 -1.061
N -0.739 1.714 -0.074
N 0.281 2.325 0.488
H 2.162 0.205 -1.348
H 1.789 -1.438 -2.151
H 0.664 -0.135 -2.309
H 1.319 -1.949 0.045
H -0.586 -2.454 1.656
H -2.142 -1.112 1.288
H -0.583 -0.667 2.654
H -1.320 2.255 -0.635
H 0.431 2.286 1.500
H 1.167 2.150 -0.106
```

No. 4
Entry from OMol25: C28H43BrGeI2N3O5Si3Ti as an isolated structure (ωB97M-V with the def2-TZVPD basis set).

charge = -2
multiplicity = 2
DFT total energy = -233956.0744 eV
energy relative to the best compared isomer or geometry (same formula, charge and spin) = 62.0 kcal/mol
HOMO level (spin up / spin down) = -1.172 / -1.172 eV
LUMO level (spin up / spin down) = 3.408 / 3.407 eV

Structure (XYZ):
```
87
C28H43BrGeI2N3O5Si3Ti, DFT ωB97M-V with the def2-TZVPD basis set
Ti -0.004 -0.173 0.577
O 0.964 1.476 0.578
N 0.237 2.585 0.829
N -1.067 2.301 0.621
O -1.429 1.036 0.267
C -2.036 3.285 0.608
C -3.366 2.939 0.351
C -4.321 3.937 0.273
C -3.980 5.272 0.451
C -2.661 5.598 0.745
C -1.686 4.622 0.837
H -3.626 1.898 0.218
H -5.348 3.664 0.062
H -4.730 6.047 0.362
H -2.383 6.634 0.901
H -0.662 4.871 1.070
C -2.250 -3.308 -1.920
Si -2.152 -1.535 -2.545
C -2.487 -1.589 -4.406
C -3.573 -0.616 -1.720
Ge -0.011 -0.669 -1.969
Si 1.658 -2.174 -2.786
C 1.626 -2.337 -4.673
C 1.357 -3.903 -2.107
C 3.395 -1.591 -2.327
Si 0.379 1.385 -3.094
C 2.144 1.946 -2.732
C 0.260 1.261 -4.978
C -0.731 2.827 -2.587
H -3.261 -3.707 -2.044
H -1.998 -3.351 -0.858
H -1.552 -3.963 -2.444
H -3.419 -2.126 -4.602
H -1.681 -2.102 -4.934
H -2.571 -0.587 -4.832
H -4.516 -1.135 -1.917
H -3.661 0.418 -2.065
H -3.424 -0.597 -0.638
H 0.630 -2.586 -5.047
H 2.312 -3.137 -4.966
H 1.941 -1.418 -5.171
H 0.863 -4.529 -2.857
H 0.737 -3.902 -1.210
H 2.298 -4.371 -1.815
H 3.969 -1.334 -3.221
H 3.917 -2.378 -1.780
H 3.376 -0.713 -1.682
H 2.875 1.366 -3.300
H 2.375 1.821 -1.672
H 2.270 3.004 -2.982
H 0.960 0.525 -5.374
H 0.500 2.233 -5.418
H -0.738 0.967 -5.311
H -0.315 3.330 -1.712
H -1.751 2.524 -2.336
H -0.785 3.554 -3.402
O 1.850 -1.084 0.482
H 2.551 -0.593 0.945
H 2.020 -2.068 0.767
Br -0.995 0.785 8.114
C -1.189 0.233 6.305
C -2.422 -0.230 5.870
C -2.550 -0.613 4.550
C -1.471 -0.548 3.668
C -0.264 0.011 4.101
C -0.126 0.380 5.439
C -1.677 -1.191 2.315
O -2.794 -1.345 1.866
O -0.573 -1.602 1.713
H -3.254 -0.304 6.557
H -3.488 -0.994 4.171
H 0.786 1.282 2.880
H 0.818 0.788 5.776
I 3.007 -3.952 1.433
I 6.452 -4.415 3.502
N 0.796 0.319 3.195
C 2.106 -0.168 3.437
C 3.177 0.535 2.883
C 4.463 0.020 2.988
C 4.694 -1.178 3.647
C 3.623 -1.856 4.210
C 2.331 -1.356 4.117
H 2.990 1.460 2.348
H 5.287 0.554 2.529
H 5.678 -1.625 3.685
H 3.803 -2.811 4.686
H 1.498 -1.929 4.505
```

No. 5
Entry from OMol25: a 2-piece molecular cluster, C6H14N2O2 overall (ωB97M-V with the def2-TZVPD basis set).

charge = 0
DFT total energy = -13523.6615 eV
energy relative to the best compared isomer or geometry (same formula, charge and spin) = 45.3 kcal/mol
HOMO level = -9.293 eV
LUMO level = 0.904 eV
SMILES = CNC(C)=O.CNC(C)=O

Structure (XYZ):
```
24
C6H14N2O2, DFT ωB97M-V with the def2-TZVPD basis set
C 1.545 -2.622 1.045
N 0.203 -3.217 1.023
C -0.855 -2.385 0.701
C -2.114 -3.047 0.275
O -0.729 -1.187 0.801
H 1.670 -1.526 0.888
H 1.872 -2.701 2.116
H 2.314 -3.210 0.532
H 0.358 -4.204 0.914
H -2.882 -2.313 0.006
H -1.782 -3.463 -0.723
H -2.633 -3.904 0.700
C 0.149 4.383 -0.162
N 0.088 3.344 -1.168
C 0.394 2.061 -0.788
C 0.627 1.022 -1.895
O 0.596 1.741 0.363
H 0.243 3.843 0.802
H 1.022 5.027 -0.151
H -0.774 4.980 -0.109
H -0.294 3.559 -2.070
H 1.204 1.154 -2.789
H 0.882 0.150 -1.268
H -0.428 0.712 -2.140
```

No. 6
Entry from OMol25: C30H50ClNOPW as an isolated structure (ωB97M-V with the def2-TZVPD basis set).

charge = 0
multiplicity = 4
DFT total energy = -59086.0794 eV
energy relative to the best compared isomer or geometry (same formula, charge and spin) = 0.0 kcal/mol
HOMO level (spin up / spin down) = -5.362 / -5.578 eV
LUMO level (spin up / spin down) = 0.604 / 0.596 eV

Structure (XYZ):
```
85
C30H50ClNOPW, DFT ωB97M-V with the def2-TZVPD basis set
W 1.016 -0.954 1.162
Cl 1.226 0.002 3.181
P -0.025 0.075 -0.691
C -2.197 -1.343 1.477
H -2.495 -0.556 0.788
H -1.537 -1.096 2.369
C 1.855 0.265 -0.771
C -0.874 1.789 -0.760
C 2.349 0.458 -2.241
H 2.109 1.196 -0.245
C 3.837 0.835 -2.277
H 2.190 -0.476 -2.792
H 1.761 1.227 -2.761
C 4.744 -0.119 -1.450
H 4.179 0.849 -3.328
H 3.956 1.858 -1.877
C 4.197 -0.442 -0.085
H 4.863 -1.050 -2.017
H 5.743 0.329 -1.363
C 2.649 -0.927 -0.179
H 4.764 -1.233 0.420
H 4.201 0.444 0.559
H 2.672 -1.765 -0.884
H 2.643 -1.308 0.940
C -0.657 -0.912 -2.189
C -2.387 1.698 -1.019
H -0.711 2.138 0.278
C -3.048 3.087 -0.886
H -2.580 1.334 -2.041
H -2.866 0.977 -0.341
C -2.384 4.153 -1.772
H -4.114 3.034 -1.136
H -2.994 3.429 0.158
C -0.864 4.197 -1.549
H -2.583 3.935 -2.834
H -2.810 5.147 -1.567
C -0.203 2.814 -1.683
H -0.402 4.899 -2.254
H -0.657 4.583 -0.540
H -0.273 2.487 -2.733
H 0.861 2.909 -1.429
C 0.122 -2.211 -2.418
H -1.668 -1.171 -1.820
C -0.649 -3.128 -3.379
H 1.116 -1.977 -2.833
H 0.296 -2.780 -1.497
C -1.010 -2.438 -4.703
H -0.053 -4.027 -3.579
H -1.572 -3.462 -2.881
C -1.589 -1.024 -4.513
H -0.105 -2.373 -5.325
H -1.732 -3.060 -5.251
C -0.799 -0.160 -3.520
H -1.637 -0.516 -5.482
H -2.624 -1.113 -4.155
H 0.202 0.053 -3.925
H -1.302 0.805 -3.390
C -0.375 -2.697 1.182
C -2.274 -2.685 1.171
H -0.097 -3.017 0.161
C -2.967 -3.359 2.342
H -2.512 -3.067 0.159
C -2.054 -3.339 3.569
H -3.897 -2.797 2.550
H -3.248 -4.389 2.119
C -0.748 -4.123 3.345
H -1.864 -2.288 3.794
H -2.557 -3.762 4.461
C 0.204 -3.595 2.244
H -0.193 -4.125 4.283
H -0.962 -5.195 3.193
H 1.082 -3.085 2.689
H 0.628 -4.506 1.793
O 0.545 3.458 2.047
N 0.684 3.260 3.338
C -0.429 2.999 4.095
C -0.315 2.778 5.463
C 0.947 2.849 6.079
C 2.059 3.085 5.283
C 1.921 3.308 3.937
H -1.377 2.967 3.568
H -1.216 2.567 6.013
H 1.021 2.735 7.161
H 3.072 3.120 5.715
H 2.769 3.520 3.276
```

No. 7
Entry from OMol25: C29H26ClIMnN4O5S as an isolated structure (ωB97M-V with the def2-TZVPD basis set).

charge = +1
multiplicity = 5
DFT total energy = -109468.1866 eV
energy relative to the best compared isomer or geometry (same formula, charge and spin) = 3.0 kcal/mol
HOMO level (spin up / spin down) = -10.977 / -10.976 eV
LUMO level (spin up / spin down) = -4.806 / -3.897 eV

Structure (XYZ):
```
68
C29H26ClIMnN4O5S, DFT ωB97M-V with the def2-TZVPD basis set
Mn 0.371 0.316 -0.192
C 1.139 1.343 -4.469
C 1.488 2.372 -3.440
N 2.231 3.398 -3.778
C 2.549 4.332 -2.862
C 2.118 4.300 -1.562
C 2.494 5.391 -0.593
O 3.031 4.885 0.622
C 1.325 3.197 -1.163
C 0.777 3.143 0.162
N 0.235 2.099 0.706
C -0.415 2.241 1.968
C -1.197 3.354 2.256
C -1.804 3.477 3.496
C -1.649 2.485 4.452
C -0.899 1.352 4.164
C -0.296 1.236 2.924
I 0.782 -0.500 2.454
C 1.015 2.212 -2.108
O 0.266 1.161 -1.831
H 1.607 1.607 -5.413
H 0.058 1.284 -4.603
H 1.477 0.354 -4.155
H 3.183 5.139 -3.210
H 1.613 5.969 -0.307
H 3.183 6.084 -1.081
H 3.906 4.520 0.450
H 0.813 4.052 0.754
H -1.352 4.111 1.498
H -2.409 4.347 3.710
H -2.124 2.578 5.419
H -0.792 0.566 4.899
C 0.260 -4.931 -0.606
C 1.042 -4.402 0.559
C 0.620 -4.582 1.867
C 1.345 -4.055 2.927
Cl 0.760 -4.253 4.550
C 2.514 -3.353 2.705
C 2.948 -3.159 1.397
C 2.215 -3.676 0.339
O 2.590 -3.513 -0.975
C 3.157 -2.263 -1.295
C 2.231 -1.137 -0.883
O 2.638 -0.033 -0.495
O 0.960 -1.375 -0.919
H -0.646 -5.431 -0.267
H 0.852 -5.641 -1.185
H -0.007 -4.115 -1.280
H -0.292 -5.130 2.068
H 3.086 -2.968 3.539
H 3.868 -2.620 1.220
H 3.280 -2.237 -2.379
H 4.135 -2.101 -0.841
N -5.844 -2.978 -1.416
C -5.718 -1.826 -0.739
S -6.976 -0.934 -0.194
C -4.310 -1.362 -0.547
C -3.357 -1.492 -1.551
C -2.082 -1.003 -1.336
N -1.717 -0.419 -0.190
C -2.635 -0.303 0.779
C -3.931 -0.748 0.641
H -6.769 -3.344 -1.573
H -5.054 -3.567 -1.614
H -3.602 -1.932 -2.508
H -1.320 -1.075 -2.103
H -2.315 0.171 1.698
H -4.651 -0.617 1.436
```

No. 8
Entry from OMol25: C3H11MnN2 as an isolated structure (ωB97M-V with the def2-TZVPD basis set).

charge = -1
multiplicity = 6
DFT total energy = -37584.3860 eV
energy relative to the best compared isomer or geometry (same formula, charge and spin) = 0.0 kcal/mol
HOMO level (spin up / spin down) = 0.634 / -1.221 eV
LUMO level (spin up / spin down) = 3.403 / 3.634 eV

Structure (XYZ):
```
17
C3H11MnN2, DFT ωB97M-V with the def2-TZVPD basis set
C -0.176 0.100 -2.397
Mn -0.461 -1.098 -0.855
N -0.873 -1.818 1.187
H -1.015 -2.688 -1.498
H -0.021 -1.600 1.710
H -0.860 -2.802 -0.681
H -0.198 -0.728 -3.129
H 0.802 0.600 -2.360
H -1.028 0.777 -2.522
H -1.613 -1.296 1.657
H -1.083 -2.806 1.351
C 1.258 2.623 1.484
C 0.732 1.453 0.820
N 0.339 0.492 0.292
H 0.436 3.267 1.825
H 1.877 3.189 0.775
H 1.884 2.335 2.343
```